Record 1
{
  "formula": "C15H28BF2NO13S3",
  "method": "ωB97M-V/def2-TZVPD",
  "max_force_ev_per_a": 4.1,
  "homo_lumo_gap_ev": 9.8,
  "charge": 0,
  "spin_multiplicity": 1,
  "e_homo_ev": -9.92,
  "species": ["C", "C", "C", "F", "C", "C", "C", "F", "O", "S", "O", "O", "O", "C", "O", "N", "O", "O", "B", "O", "O", "H", "H", "H", "H", "H", "H", "H", "H", "H", "H", "H", "H", "C", "C", "C", "S", "O", "O", "C", "H", "H", "H", "H", "H", "H", "H", "H", "C", "C", "C", "S", "O", "O", "C", "H", "H", "H", "H", "H", "H", "H", "H"],
  "positions_angstrom": [[-0.741, -2.820, 4.288], [0.460, -3.555, 4.992], [0.950, -4.864, 4.274], [2.243, -5.244, 4.694], [0.872, -4.853, 2.695], [-0.567, -5.363, 2.223], [-0.454, -6.430, 1.046], [-1.396, -4.338, 1.733], [1.698, -6.024, 2.366], [3.012, -5.760, 1.401], [2.901, -6.235, 0.006], [4.170, -6.367, 2.089], [2.916, -4.100, 1.472], [1.581, -3.706, 1.878], [0.996, -3.391, 0.573], [0.215, -2.262, 0.633], [0.223, -1.786, -0.451], [1.783, -2.450, 2.478], [3.150, -2.023, 2.428], [3.558, -1.235, 1.306], [4.124, -2.281, 3.432], [-0.578, -2.571, 3.211], [-1.732, -3.341, 4.411], [-0.861, -1.829, 4.820], [0.157, -3.856, 6.034], [1.351, -2.866, 5.067], [0.282, -5.699, 4.632], [-1.133, -5.886, 3.040], [0.283, -6.119, 0.262], [-0.219, -7.449, 1.460], [-1.448, -6.521, 0.518], [4.158, -0.559, 1.656], [4.343, -1.474, 3.922], [-2.140, 1.098, -3.142], [-1.134, 1.316, -2.009], [-1.585, 2.552, -1.227], [-3.361, 2.648, -1.422], [-3.680, 3.840, -2.175], [-4.000, 2.344, -0.161], [-3.517, 1.236, -2.505], [-2.013, 0.122, -3.615], [-2.004, 1.865, -3.910], [-1.133, 0.443, -1.350], [-0.119, 1.440, -2.389], [-1.343, 2.470, -0.168], [-1.153, 3.466, -1.639], [-4.311, 1.411, -3.230], [-3.755, 0.368, -1.889], [-0.968, 8.039, -3.469], [0.535, 8.258, -3.672], [1.248, 6.976, -3.232], [0.082, 5.642, -3.491], [-0.273, 5.083, -2.206], [0.534, 4.816, -4.587], [-1.268, 6.664, -4.053], [-1.560, 8.817, -3.953], [-1.202, 8.051, -2.401], [0.736, 8.447, -4.731], [0.896, 9.121, -3.112], [2.144, 6.789, -3.822], [1.500, 7.002, -2.172], [-2.215, 6.248, -3.711], [-1.239, 6.684, -5.144]]
}


Record 2
{
  "formula": "C15H28BN3OP3S",
  "method": "ωB97M-V/def2-TZVPD",
  "max_force_ev_per_a": 0.2,
  "homo_lumo_gap_ev": 5.8,
  "charge": 1,
  "spin_multiplicity": 1,
  "e_homo_ev": -9.61,
  "species": ["C", "B", "O", "P", "P", "S", "P", "C", "C", "H", "H", "H", "H", "H", "H", "H", "H", "H", "H", "H", "H", "H", "N", "C", "C", "C", "C", "H", "H", "H", "H", "H", "N", "C", "C", "C", "C", "H", "H", "H", "H", "H", "N", "C", "C", "C", "C", "H", "H", "H", "H", "H"],
  "positions_angstrom": [[-1.250, 0.264, 3.680], [0.149, -0.391, 3.808], [0.515, -1.634, 3.463], [1.701, 0.619, 4.522], [3.568, -0.540, 4.858], [4.733, 0.340, 6.090], [2.264, 2.478, 3.449], [1.339, 2.104, 1.900], [1.103, 3.618, 4.312], [-1.316, 1.294, 4.029], [-1.566, 0.250, 2.630], [-1.992, -0.320, 4.236], [-0.190, -2.195, 3.120], [1.395, 0.978, 5.845], [3.008, -1.790, 5.173], [3.947, -0.718, 3.515], [0.258, 2.209, 2.005], [1.683, 2.818, 1.149], [1.573, 1.111, 1.511], [0.936, 4.454, 3.627], [1.576, 4.011, 5.212], [0.132, 3.188, 4.562], [-1.508, 2.626, -1.624], [-0.899, 1.539, -1.059], [0.360, 1.442, -1.591], [0.519, 2.511, -2.514], [-0.654, 3.219, -2.513], [-2.449, 2.923, -1.442], [-1.413, 0.920, -0.343], [1.084, 0.675, -1.361], [1.385, 2.724, -3.116], [-0.952, 4.086, -3.077], [-1.271, -3.294, -0.352], [-2.420, -3.964, -0.681], [-3.164, -3.149, -1.489], [-2.436, -1.940, -1.663], [-1.276, -2.056, -0.947], [-0.527, -3.671, 0.205], [-2.605, -4.963, -0.325], [-4.118, -3.395, -1.924], [-2.718, -1.094, -2.267], [-0.448, -1.375, -0.837], [0.472, -2.692, -5.475], [0.171, -2.057, -4.301], [-0.105, -0.746, -4.592], [0.036, -0.587, -5.998], [0.392, -1.805, -6.513], [0.709, -3.662, -5.564], [0.168, -2.583, -3.362], [-0.378, 0.014, -3.878], [-0.110, 0.317, -6.565], [0.589, -2.112, -7.526]]
}


Record 3
{
  "formula": "C15H28BrIN3",
  "method": "ωB97M-V/def2-TZVPD",
  "max_force_ev_per_a": 7.4,
  "homo_lumo_gap_ev": 7.8,
  "charge": 1,
  "spin_multiplicity": 1,
  "e_homo_ev": -12.30,
  "species": ["C", "C", "C", "C", "C", "C", "C", "C", "C", "C", "C", "N", "N", "Br", "C", "N", "C", "C", "C", "I", "H", "H", "H", "H", "H", "H", "H", "H", "H", "H", "H", "H", "H", "H", "H", "H", "H", "H", "H", "H", "H", "H", "H", "H", "H", "H", "H", "H"],
  "positions_angstrom": [[1.528, 1.315, 2.644], [0.252, 0.810, 3.562], [-1.103, 1.713, 3.380], [-2.309, 0.995, 2.532], [-1.810, -0.083, 1.396], [-1.886, -1.657, 1.883], [-1.127, -2.601, 0.735], [-2.184, -2.735, -0.519], [-1.500, -2.578, -2.002], [-0.886, -1.059, -2.293], [0.714, -0.919, -1.964], [1.610, -2.130, -2.101], [2.911, -1.800, -1.732], [4.285, -3.075, -1.737], [2.949, -0.313, -1.335], [1.554, 0.259, -1.485], [0.976, 1.630, -1.212], [1.589, 2.841, -2.131], [2.211, 2.374, -3.574], [0.727, 2.308, -5.215], [1.338, 2.377, 2.144], [2.513, 1.357, 3.298], [1.627, 0.557, 1.740], [0.109, -0.343, 3.405], [0.599, 0.947, 4.696], [-0.805, 2.701, 2.820], [-1.535, 1.912, 4.474], [-2.874, 1.859, 1.946], [-3.126, 0.533, 3.266], [-0.750, 0.210, 0.947], [-2.573, 0.013, 0.491], [-1.386, -1.856, 2.927], [-3.006, -2.069, 1.927], [-0.124, -2.049, 0.461], [-0.852, -3.640, 1.229], [-2.620, -3.845, -0.462], [-3.099, -2.027, -0.317], [-2.356, -2.724, -2.821], [-0.697, -3.429, -2.241], [-1.559, -0.323, -1.649], [-1.090, -0.827, -3.422], [3.904, 0.281, -0.973], [-0.188, 1.544, -1.304], [1.242, 1.896, -0.079], [2.329, 3.516, -1.482], [0.672, 3.563, -2.383], [2.800, 1.363, -3.561], [3.001, 3.205, -3.907]]
}


Record 4
{
  "formula": "C15H28BrN4O6",
  "method": "ωB97M-V/def2-TZVPD",
  "max_force_ev_per_a": 3.5,
  "homo_lumo_gap_ev": 9.6,
  "charge": 1,
  "spin_multiplicity": 1,
  "e_homo_ev": -12.63,
  "species": ["C", "C", "O", "C", "C", "O", "C", "O", "N", "O", "C", "N", "C", "C", "C", "N", "C", "C", "C", "O", "C", "C", "C", "O", "Br", "N", "H", "H", "H", "H", "H", "H", "H", "H", "H", "H", "H", "H", "H", "H", "H", "H", "H", "H", "H", "H", "H", "H", "H", "H", "H", "H", "H", "H"],
  "positions_angstrom": [[-2.669, 0.927, -2.194], [-1.751, 0.236, -3.167], [-1.416, -1.032, -2.625], [-0.580, -1.798, -3.473], [0.774, -2.048, -2.819], [0.608, -2.201, -1.409], [1.451, -1.473, -0.654], [2.822, -1.688, -1.033], [3.140, -3.093, -0.947], [3.908, -3.377, -1.754], [1.287, -1.729, 0.842], [1.449, -0.417, 1.440], [2.643, -0.148, 2.268], [2.569, -0.945, 3.574], [1.074, 0.490, 0.502], [0.634, 1.691, 0.763], [0.459, 2.248, 2.116], [-0.375, 1.412, 3.073], [-1.554, 0.699, 2.452], [-2.194, -0.039, 3.479], [-1.996, -1.437, 3.408], [0.335, 2.613, -0.313], [1.268, 3.827, -0.208], [2.472, 3.701, -0.021], [0.394, 5.530, -0.414], [1.220, -0.043, -0.724], [-3.399, 0.232, -1.809], [-3.122, 1.786, -2.670], [-2.080, 1.295, -1.361], [-2.255, 0.109, -4.122], [-0.846, 0.830, -3.335], [-0.449, -1.315, -4.433], [-1.063, -2.747, -3.670], [1.215, -2.933, -3.257], [1.436, -1.229, -3.073], [1.794, -2.562, 1.294], [0.229, -1.991, 0.938], [3.503, -0.525, 1.728], [2.760, 0.905, 2.455], [2.962, -1.941, 3.436], [3.087, -0.451, 4.382], [1.530, -1.060, 3.851], [-0.049, 3.194, 1.988], [1.426, 2.492, 2.532], [0.242, 0.670, 3.557], [-0.752, 2.045, 3.862], [-2.300, 1.382, 2.054], [-1.273, 0.012, 1.657], [-2.023, -1.831, 4.414], [-2.819, -1.895, 2.867], [-1.030, -1.703, 2.990], [0.518, 2.188, -1.288], [-0.698, 2.923, -0.274], [0.587, 0.226, -1.467]]
}


Record 5
{
  "formula": "C15H28F6NO3P2V",
  "method": "ωB97M-V/def2-TZVPD",
  "max_force_ev_per_a": 3.6,
  "homo_lumo_gap_ev": [6.1, 5.4],
  "charge": 0,
  "s2": 2.183,
  "spin_multiplicity": 3,
  "e_homo_ev": [-6.01, -5.40],
  "species": ["C", "C", "N", "C", "C", "C", "C", "P", "V", "P", "C", "O", "O", "H", "H", "H", "C", "C", "H", "H", "H", "H", "C", "C", "H", "H", "H", "H", "H", "H", "H", "H", "H", "H", "H", "H", "H", "H", "H", "H", "H", "H", "C", "C", "O", "C", "F", "F", "F", "C", "F", "F", "F", "H", "H", "H"],
  "positions_angstrom": [[-2.814, 2.656, -2.135], [-2.049, 1.940, -1.213], [-1.109, 1.030, -1.594], [-0.706, 1.056, -2.891], [-1.407, 1.775, -3.867], [-2.486, 2.591, -3.492], [-2.238, 2.214, 0.259], [-0.904, 1.600, 1.299], [-0.073, -0.424, -0.159], [1.264, -0.708, -1.983], [0.541, 0.303, -3.326], [-4.802, -0.998, 0.723], [-0.873, -2.127, -0.175], [-3.647, 3.282, -1.784], [-1.095, 1.678, -4.919], [-3.071, 3.118, -4.252], [-0.154, 3.062, 2.038], [-1.626, 0.720, 2.684], [0.269, -0.382, -4.148], [1.330, 1.003, -3.668], [-3.137, 1.747, 0.616], [-2.349, 3.280, 0.499], [3.038, -0.654, -2.131], [0.879, -2.437, -2.410], [-2.913, -3.681, 0.476], [-1.588, -1.999, -0.830], [-3.881, -1.124, 0.815], [-4.877, -0.684, -0.194], [0.290, 1.368, 0.388], [-2.692, -4.256, 0.926], [-0.832, 3.335, 2.851], [0.845, 2.812, 2.426], [-0.093, 3.845, 1.274], [-1.887, 1.511, 3.409], [-2.540, 0.196, 2.354], [-0.917, 0.011, 3.146], [1.238, -2.664, -3.417], [1.393, -3.055, -1.661], [-0.197, -2.630, -2.319], [3.339, -1.248, -3.000], [3.392, 0.376, -2.226], [3.464, -1.094, -1.224], [1.572, -1.065, 3.417], [2.205, -1.077, 2.040], [1.370, -0.809, 0.991], [3.332, 0.017, 2.009], [4.246, -0.141, 3.004], [3.999, 0.065, 0.829], [2.759, 1.246, 2.175], [2.842, -2.501, 1.829], [3.682, -2.847, 2.840], [1.854, -3.439, 1.777], [3.524, -2.615, 0.662], [1.173, -0.068, 3.633], [2.344, -1.294, 4.156], [0.772, -1.816, 3.474]]
}


Record 6
{
  "formula": "C15H28NO12P2",
  "method": "ωB97M-V/def2-TZVPD",
  "max_force_ev_per_a": 9.5,
  "homo_lumo_gap_ev": 5.6,
  "charge": 1,
  "spin_multiplicity": 1,
  "e_homo_ev": -11.85,
  "species": ["C", "C", "O", "O", "C", "O", "C", "O", "C", "C", "C", "N", "C", "C", "H", "H", "H", "H", "H", "H", "H", "H", "H", "H", "C", "O", "P", "O", "O", "C", "O", "C", "H", "H", "H", "H", "H", "H", "H", "H", "H", "C", "O", "P", "O", "O", "C", "O", "C", "H", "H", "H", "H", "H", "H", "H", "H", "H"],
  "positions_angstrom": [[-0.281, 1.289, 1.826], [-1.001, 0.476, 0.598], [-2.103, -0.255, 0.908], [-0.608, 0.494, -0.820], [0.804, 0.131, -1.016], [1.077, -1.317, -1.027], [1.590, -1.799, 0.265], [0.935, -2.847, 0.836], [2.904, -1.240, 1.069], [4.336, -0.869, 0.311], [5.619, -0.258, 1.193], [5.509, -0.036, 2.700], [4.244, -0.385, 3.504], [2.905, -0.989, 2.722], [-0.431, 2.453, 1.806], [-0.782, 0.914, 2.842], [0.891, 1.070, 1.867], [1.478, 0.748, -0.271], [1.097, 0.526, -2.104], [4.378, -1.044, -0.845], [6.585, -0.009, 0.555], [6.334, 0.362, 3.202], [4.239, -0.222, 4.670], [1.948, -1.226, 3.359], [-4.488, 1.050, 7.263], [-3.906, 0.918, 5.984], [-4.842, 0.436, 4.766], [-6.249, 0.942, 4.786], [-4.695, -1.167, 4.765], [-5.270, -1.892, 5.829], [-3.985, 0.865, 3.471], [-4.592, 0.667, 2.212], [-3.870, 1.726, 7.859], [-5.497, 1.466, 7.201], [-4.519, 0.078, 7.761], [-6.137, -1.374, 6.248], [-4.518, -2.041, 6.608], [-5.590, -2.870, 5.460], [-5.271, 1.497, 2.000], [-5.143, -0.278, 2.184], [-3.813, 0.641, 1.446], [1.328, -1.699, -5.215], [2.333, -1.146, -6.038], [2.193, 0.395, -6.482], [1.618, 1.319, -5.456], [1.385, 0.334, -7.872], [0.027, -0.045, -7.841], [3.687, 0.761, -6.963], [3.927, 2.103, -7.327], [1.739, -2.572, -4.701], [0.989, -0.981, -4.463], [0.482, -2.022, -5.825], [-0.443, 0.220, -6.890], [-0.047, -1.123, -8.000], [-0.503, 0.466, -8.649], [4.104, 2.699, -6.428], [3.082, 2.518, -7.884], [4.818, 2.142, -7.959]]
}


Record 7
{
  "formula": "C15H29BN2O7S2Si",
  "method": "ωB97M-V/def2-TZVPD",
  "max_force_ev_per_a": 0.9,
  "homo_lumo_gap_ev": 8.7,
  "charge": 0,
  "spin_multiplicity": 1,
  "e_homo_ev": -8.27,
  "species": ["C", "C", "C", "Si", "C", "N", "C", "N", "C", "O", "B", "O", "O", "C", "H", "H", "H", "H", "H", "H", "H", "H", "H", "H", "H", "H", "H", "C", "C", "C", "S", "O", "O", "C", "H", "H", "H", "H", "H", "H", "H", "H", "C", "C", "C", "S", "O", "O", "C", "H", "H", "H", "H", "H", "H", "H", "H"],
  "positions_angstrom": [[-0.458, -3.939, 3.652], [-0.315, -4.283, 2.511], [-0.096, -4.614, 1.110], [0.164, -2.968, 0.184], [1.419, -1.973, 1.191], [1.720, -0.655, 0.578], [1.518, 0.484, 1.465], [0.773, -3.307, -1.452], [1.977, -3.412, -1.566], [3.138, -3.499, -1.632], [-1.527, -1.872, 0.173], [-1.535, -0.602, 0.715], [-2.667, -2.358, -0.391], [-3.892, -1.680, -0.045], [-0.448, -3.394, 4.565], [0.823, -5.203, 1.064], [-0.933, -5.189, 0.715], [2.365, -2.515, 1.302], [0.989, -1.834, 2.184], [1.173, -0.535, -0.264], [1.609, 0.205, 2.514], [0.553, 0.985, 1.328], [2.283, 1.233, 1.248], [-1.384, -0.570, 1.668], [-4.006, -1.632, 1.033], [-4.699, -2.257, -0.491], [-3.936, -0.683, -0.478], [4.220, -0.823, -3.465], [3.688, 0.070, -4.595], [3.227, 1.387, -3.958], [4.230, 1.607, -2.481], [3.373, 1.530, -1.326], [5.134, 2.712, -2.672], [5.127, 0.067, -2.623], [4.757, -1.688, -3.850], [3.390, -1.185, -2.856], [4.488, 0.266, -5.312], [2.873, -0.408, -5.137], [3.378, 2.239, -4.615], [2.185, 1.340, -3.646], [5.324, -0.329, -1.629], [6.065, 0.278, -3.137], [-3.415, 4.207, 2.734], [-3.545, 4.365, 1.213], [-3.413, 2.967, 0.595], [-3.996, 1.812, 1.841], [-2.889, 0.990, 2.255], [-5.242, 1.226, 1.417], [-4.313, 3.033, 3.111], [-3.704, 5.115, 3.262], [-2.378, 3.982, 2.995], [-4.524, 4.784, 0.973], [-2.793, 5.042, 0.812], [-4.020, 2.853, -0.300], [-2.377, 2.717, 0.374], [-4.089, 2.608, 4.086], [-5.367, 3.303, 3.052]]
}


Record 8
{
  "formula": "C15H29Br12Cl3O2Sr2",
  "method": "ωB97M-V/def2-TZVPD",
  "max_force_ev_per_a": 2.8,
  "homo_lumo_gap_ev": [4.6, 6.7],
  "e_above_lowest_kcal_mol": 0.0,
  "charge": 1,
  "s2": 0.751,
  "spin_multiplicity": 2,
  "e_homo_ev": [-8.19, -10.68],
  "species": ["Sr", "Sr", "O", "C", "C", "O", "H", "H", "H", "H", "Br", "C", "C", "Br", "H", "H", "H", "H", "Br", "C", "C", "Br", "H", "H", "H", "H", "Br", "C", "C", "Br", "H", "H", "H", "H", "Br", "C", "C", "Br", "H", "H", "H", "H", "Br", "C", "C", "Br", "H", "H", "H", "H", "Br", "C", "C", "Br", "H", "H", "H", "H", "C", "Cl", "Cl", "Cl", "H"],
  "positions_angstrom": [[-3.038, 0.696, 2.315], [-1.941, 4.558, 1.782], [-1.462, -0.878, 1.263], [-0.672, -0.226, 0.297], [-0.324, 1.328, 0.592], [-1.293, 2.245, 1.015], [-1.188, -0.363, -0.653], [0.230, -0.826, 0.175], [0.080, 1.747, -0.330], [0.532, 1.578, 1.220], [-2.245, -0.838, 4.579], [-0.817, -2.174, 4.424], [0.642, -1.593, 4.252], [1.184, 0.101, 5.187], [-1.129, -2.925, 3.698], [-0.820, -2.616, 5.420], [0.691, -1.502, 3.167], [1.258, -2.431, 4.577], [4.867, 3.602, 5.003], [3.278, 4.626, 4.317], [2.253, 3.660, 3.621], [0.572, 4.645, 2.965], [3.736, 5.418, 3.724], [2.753, 5.228, 5.059], [1.903, 2.951, 4.371], [2.545, 3.105, 2.730], [2.363, -1.728, -6.091], [1.151, -1.004, -4.675], [1.514, -1.741, -3.394], [1.028, -3.661, -3.406], [0.144, -1.274, -4.994], [1.331, 0.071, -4.663], [0.971, -1.245, -2.589], [2.592, -1.614, -3.296], [-4.240, 3.132, -0.971], [-2.879, 2.568, -2.245], [-3.367, 1.170, -2.615], [-1.944, 0.484, -3.960], [-1.916, 2.664, -1.744], [-2.863, 3.324, -3.031], [-4.273, 1.371, -3.186], [-3.381, 0.483, -1.769], [-3.142, -3.098, -3.341], [-3.079, -2.681, -1.452], [-3.923, -3.678, -0.712], [-4.631, -2.961, 1.012], [-3.518, -1.695, -1.296], [-2.080, -2.686, -1.018], [-3.458, -4.654, -0.573], [-4.777, -3.760, -1.384], [3.910, 0.862, -0.275], [3.280, 2.066, -1.602], [3.980, 1.890, -2.954], [2.714, 2.511, -4.401], [3.266, 3.081, -1.205], [2.202, 1.908, -1.628], [4.225, 0.834, -3.072], [4.913, 2.445, -2.857], [0.397, -4.400, 0.881], [0.744, -4.715, 2.628], [-0.869, -5.526, 0.335], [1.821, -4.528, -0.046], [0.198, -3.329, 0.823]]
}